Entry 1:
C3H4LiO3Rb | the ωB97M-V functional and the def2-TZVPD basis

Each line ends with the Mulliken spin population.
Atoms and positions in Å:
O1 -2.132757 -0.753204 -0.328328  0.00
C1 -1.691563 -2.057933 -0.103239  -0.05
C2 -0.486054 -2.431096 -0.895393  0.89
O2 3.400746 -1.858229 0.832437  0.00
C3 3.126006 -0.735404 0.768130  0.01
O3 2.579880 0.282614 0.594009  0.00
Li1 -3.841515 -0.434376 -0.613230  0.00
Rb1 -0.484236 1.747818 -0.268938  0.00
H1 -2.488836 -2.804659 -0.339581  0.07
H2 -1.475869 -2.226788 0.973309  0.04
H3 -0.277247 -1.906440 -1.833005  0.02
H4 -0.020453 -3.408233 -0.747465  0.02

Forces on the atoms, in the same order (eV/Å):
O -0.65 0.90 -0.15
C 0.25 -0.20 0.11
C 0.01 -0.11 -0.25
O 0.94 0.71 0.39
C -1.92 -1.14 -0.80
O 0.84 0.46 0.36
Li 0.56 -0.33 0.10
Rb 0.06 -0.58 0.06
H 0.13 0.08 0.05
H -0.04 0.00 -0.23
H -0.08 -0.15 0.35
H -0.09 0.36 0.01

Calculated values
**Max |F|**: 2.4 eV/A
**⟨S²⟩**: 0.754
**Molar mass**: 180.47 g mol⁻¹
**E_HOMO (alpha / beta)**: -10.475 / -12.062 eV
**Spin multiplicity**: 2
**Relative energy (zero: lowest compared OMol25 entry of this formula, charge and spin)**: 109.7 kJ/mol
**Total charge**: +1
**Lowest unoccupied orbital energy (alpha / beta)**: -3.91 / -3.93 eV

=====

Entry 2:
C3H4LiO3Rb | the ωB97M-V functional and the def2-TZVPD basis

Each line ends with the Mulliken spin population.
Atoms and positions in Å:
O1 0.826903 -3.115057 2.242583  0.00
C1 0.537699 -4.007776 3.044514  -0.01
C2 0.902305 -3.966704 4.479512  0.00
H1 -0.176468 -4.788165 2.720691  0.00
H2 1.482849 -3.071499 4.734020  0.00
H3 1.462609 -4.881111 4.729810  0.00
H4 -0.026863 -3.999216 5.070169  0.00
O2 -1.118386 0.324300 0.420345  0.15
C3 -0.365033 -0.210812 1.223037  0.71
O3 0.896018 -0.239338 1.202107  0.11
Li1 1.968098 -1.624230 1.882612  0.02
Rb1 0.039339 2.724920 -2.199742  0.02

Forces on the atoms, in the same order (eV/Å):
O 0.34 -1.31 0.79
C -0.66 1.64 -0.72
C 0.24 -0.30 0.24
H 0.43 -0.04 -0.03
H -0.16 -0.29 -0.09
H -0.12 0.24 0.04
H 0.25 0.01 -0.16
O 0.03 -0.24 0.62
C 0.15 0.90 -1.52
O 0.53 -0.66 0.69
Li -0.86 0.37 -0.23
Rb -0.16 -0.32 0.37

Calculated values
**Max |F|**: 1.9 eV/A
**⟨S²⟩**: 0.753
**Molar mass**: 180.47 g mol⁻¹
**E_HOMO (alpha / beta)**: -9.260 / -12.055 eV
**Spin multiplicity**: 2
**Relative energy (zero: lowest compared OMol25 entry of this formula, charge and spin)**: 23.9 kJ/mol
**Total charge**: +1
**Lowest unoccupied orbital energy (alpha / beta)**: -3.50 / -3.61 eV

=====

Entry 3:
C3H4LiO3Sr | the ωB97M-V functional and the def2-TZVPD basis

Each line ends with the Mulliken charge.
Atoms and positions in Å:
H1 -3.118017 -1.284435 0.429573  0.28
O1 -2.304566 0.467471 -0.173105  -0.53
O2 0.757971 2.088211 -0.193801  -0.67
C1 -2.256941 -0.743172 -0.005524  0.01
C2 1.527616 1.188779 0.118303  -0.54
H2 -1.525849 -1.361127 -0.561991  0.25
Li1 -1.125794 1.943317 -0.297915  0.95
Sr1 4.024733 0.253231 0.272727  1.62
O3 2.174896 -1.126604 0.107415  -1.07
C3 1.018025 -0.348261 0.098907  0.44
H3 0.449931 -0.673447 -0.801383  0.07
H4 0.377995 -0.403968 1.006799  0.19

Forces on the atoms, in the same order (eV/Å):
H 0.41 0.29 0.47
O 0.44 -0.75 0.77
O -0.98 0.48 0.06
C -1.10 0.26 -1.85
C 0.17 -1.52 -0.56
H 0.17 0.23 0.68
Li 0.32 -0.04 -0.09
Sr -1.42 -0.70 -0.02
O 0.87 0.52 0.60
C 1.25 0.86 -0.27
H -0.23 0.79 0.26
H 0.10 -0.43 -0.04

Calculated values
**Max |F|**: 2.2 eV/A
**Molar mass**: 182.62 g mol⁻¹
**E_HOMO**: -10.136 eV
**Relative energy (zero: lowest compared OMol25 entry of this formula, charge and spin)**: 104.1 kJ/mol
**Total charge**: +1
**Lowest unoccupied orbital energy**: -4.02 eV

=====

Entry 4:
C3H4LiO3Yb | the ωB97M-V functional and the def2-TZVPD basis

Each line ends with the Mulliken spin population.
Atoms and positions in Å:
O1 0.825820 0.449541 -1.077651  0.00
C1 0.967595 -0.878288 -0.981094  0.00
C2 0.229484 1.149738 -0.042216  0.00
O2 1.606980 -1.475297 -1.843000  0.00
O3 0.378777 -1.491233 -0.020165  0.00
C3 -1.062141 1.492900 -0.076615  0.01
H1 0.924460 1.455769 0.744783  0.00
H2 -0.798406 0.186352 2.939157  0.27
H3 -1.700382 1.227745 -0.921719  0.00
H4 -1.462782 2.111645 0.727328  0.00
Yb1 -1.092182 -1.042616 1.490969  0.73
Li1 1.182776 -3.186257 -0.939778  0.00

Forces on the atoms, in the same order (eV/Å):
O -0.18 0.03 0.32
C 1.81 0.64 -3.13
C 0.09 -0.27 0.17
O -0.81 0.12 1.33
O -1.55 -0.94 2.31
C -0.20 -0.47 0.33
H -0.12 0.03 -0.17
H 0.18 -0.26 -0.23
H 0.15 0.17 0.06
H 0.08 0.02 -0.24
Yb 0.05 0.86 -0.16
Li 0.52 0.06 -0.59

Calculated values
**Max |F|**: 3.7 eV/A
**⟨S²⟩**: 0.757
**Molar mass**: 268.04 g mol⁻¹
**E_HOMO (alpha / beta)**: -19.081 / -19.010 eV
**Spin multiplicity**: 2
**Relative energy (zero: lowest compared OMol25 entry of this formula, charge and spin)**: 114.4 kJ/mol
**Total charge**: +2
**Lowest unoccupied orbital energy (alpha / beta)**: -9.84 / -11.38 eV

=====

Entry 5:
C3H4LiO3Zn | the ωB97M-V functional and the def2-TZVPD basis

Each line ends with the natural charge from an NBO analysis.
Atoms and positions in Å:
H1 -0.708557 -1.124541 2.225310  0.21
C1 0.054203 -0.744914 1.516502  -0.19
C2 -0.146895 0.730160 1.366032  0.42
O1 -0.359829 1.160228 0.174192  -0.64
C3 0.449166 1.045084 -2.122095  -0.01
O2 -0.538334 1.556485 -2.843840  -0.72
Zn1 -0.740558 -0.380870 -1.030773  1.16
O3 -0.000068 -1.437898 0.306712  -1.11
H2 1.022645 -0.855463 2.044665  0.21
H3 0.561101 1.345108 1.949802  0.19
H4 -0.251000 1.800827 -3.737097  0.51
Li1 0.658127 -3.094206 0.150591  0.98

Forces on the atoms, in the same order (eV/Å):
H 0.24 0.01 0.02
C -1.10 -0.66 1.33
C 3.15 1.13 -4.93
O -0.93 -0.04 5.49
C -1.84 -0.83 -1.57
O 0.72 -0.81 -0.27
Zn 0.58 0.48 -1.85
O 0.33 -1.19 1.33
H -0.21 0.13 -0.32
H -1.33 0.43 0.80
H 0.45 1.22 0.08
Li -0.06 0.13 -0.11

Calculated values
**Max |F|**: 6.0 eV/A
**Molar mass**: 160.39 g mol⁻¹
**E_HOMO (alpha / beta)**: -10.256 / -10.189 eV
**Relative energy (zero: lowest compared OMol25 entry of this formula, charge and spin)**: 224.9 kJ/mol
**Total charge**: +1
**Lowest unoccupied orbital energy (alpha / beta)**: -4.48 / -4.47 eV

=====

Entry 6:
C3H4LiO4Yb | the ωB97M-V functional and the def2-TZVPD basis

Each line ends with the Mulliken spin population.
Atoms and positions in Å:
O1 0.036447 0.152698 0.732558  0.07
C1 -0.653897 1.370297 0.601143  -0.07
C2 0.157358 -0.743627 -0.206846  0.00
O2 -1.829218 1.256212 0.951776  0.39
O3 -0.089739 2.289991 0.014725  0.38
C3 1.296821 -1.633849 -0.231002  0.01
Yb1 -3.836046 1.766477 2.146829  0.20
H1 0.996173 -2.641829 0.076489  0.01
H2 2.034078 -1.271542 0.499045  0.01
Li1 1.574861 3.173992 0.032734  0.00
O4 -0.304361 -0.598317 -1.410878  0.00
H3 -0.684166 -1.449922 -1.749510  0.00
H4 1.301689 -1.670582 -1.457063  0.00

Forces on the atoms, in the same order (eV/Å):
O -0.49 1.51 0.62
C 1.53 -1.76 -2.47
C 2.67 -0.77 -3.08
O -1.66 1.33 1.08
O -1.17 -0.80 1.41
C -0.99 -0.90 -1.47
Yb -0.47 0.04 0.12
H 0.23 -0.49 0.18
H 0.49 -0.38 -0.65
Li 1.09 1.00 -0.29
O -3.82 1.54 1.72
H 0.44 0.23 -0.59
H 2.15 -0.55 3.40

Calculated values
**Max |F|**: 4.5 eV/A
**⟨S²⟩**: 0.759
**Molar mass**: 284.04 g mol⁻¹
**E_HOMO (alpha / beta)**: -26.916 / -26.863 eV
**Spin multiplicity**: 2
**Relative energy (zero: lowest compared OMol25 entry of this formula, charge and spin)**: 0.0 kJ/mol
**Total charge**: +4
**Lowest unoccupied orbital energy (alpha / beta)**: -17.07 / -22.56 eV

=====

Look up the total charge of the second one. +1

=====

Look up the total charge of the second one. +1